Entry 1:
Molecular formula: C20H23N3O4S2
Method: DFT, ωB97M-V/def2-TZVPD

```
! RIJCOSX wB97M-V def2-TZVPD def2/J DEFGRID3
* xyz 0 1
C 1.44964 -2.67457 -1.42272
C 2.62405 -2.47079 -0.46953
N 3.21216 -1.15586 -0.57794
C 4.03825 -0.83146 -1.71966
C 3.35864 0.16684 -2.65423
S 3.48546 -0.26045 0.78775
O 2.92112 -0.95518 1.90992
O 4.85667 0.15798 0.85931
C 2.46728 1.19532 0.52766
C 2.93049 2.45571 0.85257
C 2.07342 3.54337 0.74386
C 0.76604 3.36281 0.33066
C 0.31326 2.08540 -0.00134
C -1.06110 1.85833 -0.37819
N -2.07730 2.64464 -0.20094
N -3.17427 1.99341 -0.61689
C -2.77606 0.82821 -1.03713
S -3.72872 -0.46495 -1.65257
C -5.34290 -0.02577 -0.91684
C -5.27179 0.10124 0.60871
O -4.61628 -1.00142 1.18973
C -3.27551 -0.89679 1.49009
C -2.69615 0.22183 2.07984
C -1.34285 0.22149 2.37575
C -0.55684 -0.88588 2.10528
C -1.14123 -2.00691 1.53694
C -2.48827 -2.01579 1.22967
O -1.44330 0.67157 -0.92595
C 1.17658 0.99695 0.09301
H 0.66791 -1.94046 -1.24450
H 1.77390 -2.59392 -2.45727
H 1.03028 -3.66577 -1.27058
H 2.29220 -2.56323 0.56532
H 3.38517 -3.24072 -0.65662
H 4.27358 -1.75233 -2.26012
H 4.97134 -0.40303 -1.34262
H 3.18673 1.10960 -2.14069
H 2.40208 -0.21749 -2.99842
H 3.99320 0.35144 -3.51741
H 3.94989 2.56362 1.18769
H 2.42554 4.53191 0.99558
H 0.07932 4.19154 0.26220
H -5.68558 0.90546 -1.36300
H -5.98956 -0.85142 -1.20976
H -4.79278 1.04996 0.86372
H -6.29435 0.10501 1.00035
H -3.28859 1.09448 2.31432
H -0.90284 1.09971 2.82602
H 0.49804 -0.87778 2.33710
H -0.54041 -2.87904 1.32610
H -2.95493 -2.87921 0.78152
H 0.83936 0.00241 -0.14575
*
```

SMILES = CCN(CC)S(=O)(=O)c1cccc(-c2nnc(SCCOc3ccccc3)o2)c1
gap between HOMO and LUMO = 8.6 eV
highest occupied orbital energy = -0.314 Ha



Entry 2:
Molecular formula: C20H23N3O5S
Method: DFT, ωB97M-V/def2-TZVPD

```
! RIJCOSX wB97M-V def2-TZVPD def2/J DEFGRID3
* xyz 0 1
C 1.81793 4.60030 -5.92424
C 1.88733 3.30087 -5.21935
N 2.70956 2.35463 -5.51610
C 2.56884 1.26500 -4.73098
C 3.43012 0.08064 -4.96644
C 1.59851 1.38325 -3.75113
C 1.21130 0.35251 -2.80074
O 1.50506 -0.82067 -2.97946
C 0.44554 0.75998 -1.61584
C 0.43032 1.90311 -0.90146
O 1.04786 3.07154 -1.06215
C -0.45446 1.73532 0.28527
O -0.68374 2.61258 1.09775
N -0.93776 0.48087 0.23388
C -1.82372 -0.07527 1.22169
C -1.06958 -0.75833 2.37446
N -1.99949 -1.13864 3.42000
C -1.58159 -2.31302 4.16680
C -2.70225 -2.70269 5.13222
O -3.00343 -1.65577 6.02275
C -3.37494 -0.49721 5.31344
C -2.27207 -0.05609 4.35208
C -0.37110 -0.27617 -0.86701
C 0.49470 -1.40167 -0.39358
C 0.35192 -2.75428 -0.49016
C 1.47522 -3.31298 0.16640
C 2.20826 -2.25864 0.61262
O 1.62201 -1.09730 0.28106
S 0.83592 2.93883 -3.87442
H 2.49601 4.58356 -6.77291
H 2.10344 5.40854 -5.25192
H 0.80346 4.79276 -6.26892
H 2.88634 -0.65181 -5.56253
H 3.69073 -0.39795 -4.02589
H 4.32228 0.38431 -5.50694
H 0.77761 3.63578 -0.31250
H -2.41482 0.75336 1.61855
H -2.49203 -0.79409 0.74336
H -0.28616 -0.07568 2.74154
H -0.58455 -1.66075 1.99680
H -1.40168 -3.13428 3.47001
H -0.65833 -2.12396 4.74233
H -2.40385 -3.55320 5.74744
H -3.59795 -2.96595 4.54952
H -3.56656 0.27256 6.06259
H -4.29417 -0.69015 4.74001
H -2.59977 0.82624 3.80200
H -1.36946 0.20601 4.93214
H -1.16680 -0.69725 -1.49358
H -0.44139 -3.28265 -0.97687
H 1.70062 -4.35281 0.28295
H 3.13076 -2.20325 1.15544
*
```

SMILES = Cc1nc(C)c(C(=O)C2=C(O)C(=O)N(CCN3CCOCC3)[C@@H]2c2ccco2)s1
gap between HOMO and LUMO = 8.3 eV
highest occupied orbital energy = -0.317 Ha



Entry 3:
Molecular formula: C20H23NO4
Method: DFT, ωB97M-V/def2-TZVPD

```
! RIJCOSX wB97M-V def2-TZVPD def2/J DEFGRID3
* xyz 0 1
C -0.86313 -8.52307 2.94012
C -0.59990 -7.73061 1.79105
C -1.99408 -7.24486 1.09090
O -1.83546 -6.43061 -0.23650
C -1.64174 -4.97912 0.05555
C -1.62840 -4.23126 1.26395
C -1.02030 -3.01795 1.29272
C -0.84245 -2.27707 0.11607
N -0.63816 -0.96027 0.31500
C -0.28428 -0.11335 -0.85622
C -0.19251 1.31393 -0.60824
C 0.01918 2.03553 -1.89432
O -0.08843 1.72349 -2.94590
C 0.61121 3.36168 -1.41477
C 0.11412 4.50915 -2.34732
C 0.61600 5.79044 -2.26796
C 1.16210 6.32541 -0.95767
O 1.65003 7.45459 -0.74938
C 1.33538 8.45141 -1.85862
C 1.62294 5.20802 -0.03392
O 2.32425 5.29366 1.02635
C 2.96502 6.54794 1.05695
C 1.13796 3.96916 -0.27515
C -1.09665 -3.03699 -1.10636
C -1.30120 -4.26716 -0.89021
H -1.33928 -9.55481 2.63233
H 0.09716 -8.84358 3.21925
H -1.46346 -8.12908 3.59361
H 0.05859 -7.98647 0.92338
H -0.13157 -6.83011 1.94365
H -2.53406 -7.97762 0.72621
H -2.68763 -6.66217 1.76841
H -1.73806 -4.65167 2.41357
H -1.23982 -2.52905 2.27765
H -0.59100 -0.43344 1.29215
H -0.43326 -0.45022 -1.75310
H -0.25670 1.72076 0.49113
H -0.20182 4.08543 -3.37818
H 0.27447 6.48152 -2.74767
H 1.60244 9.36821 -1.32544
H 0.11489 8.54666 -2.04266
H 1.67888 8.29049 -2.81064
H 2.47025 7.37932 1.53873
H 3.53940 6.47891 2.11907
H 3.62614 6.78096 0.38913
H 1.87619 3.08702 0.40544
H -0.92210 -2.54711 -2.21430
H -1.33116 -4.79603 -1.96784
*
```

SMILES = CCCOc1ccc(N/C=C/C(=O)c2ccc(OC)c(OC)c2)cc1
gap between HOMO and LUMO = 7.5 eV
highest occupied orbital energy = -0.268 Ha



Entry 4:
Molecular formula: C20H23NO8S
Method: DFT, ωB97M-V/def2-TZVPD

```
! RIJCOSX wB97M-V def2-TZVPD def2/J DEFGRID3
* xyz 0 1
C -0.16162 -0.29434 -2.68970
C -0.03106 -0.57998 -1.19246
N 0.33263 -1.96005 -0.90854
C -0.55093 -2.98551 -0.88273
O -0.21262 -4.14159 -0.73198
C -2.03523 -2.62642 -0.98768
O -2.36676 -1.93693 0.22092
C -3.65982 -1.79355 0.50243
O -4.55951 -2.15048 -0.20527
C -3.86612 -1.12625 1.86335
O -2.68496 -0.69145 2.48335
C -1.97946 0.32554 1.92508
C -0.73989 0.60362 2.52220
C 0.06329 1.60464 2.03748
C -0.32650 2.37184 0.93131
C 0.46974 3.42543 0.34976
C 1.79448 3.76556 0.93657
C -0.01235 4.06107 -0.74327
C -1.27873 3.73219 -1.35541
O -1.73778 4.23993 -2.34828
O -2.01684 2.73997 -0.74855
C -1.56652 2.08558 0.34101
C -2.39104 1.07476 0.83601
C 1.67504 -2.23841 -0.41981
C 2.77780 -1.74280 -1.38412
C 4.01424 -1.39872 -0.58481
S 3.24290 -0.44566 0.75306
O 4.05599 -0.35172 1.93135
O 2.73426 0.79110 0.21490
C 1.87633 -1.61888 0.96849
H -0.88139 -0.95892 -3.16057
H -0.49824 0.73000 -2.82805
H 0.78692 -0.41487 -3.20554
H -0.97049 -0.34093 -0.69406
H 0.73555 0.07015 -0.76464
H -2.27803 -2.00311 -1.85165
H -2.61324 -3.55375 -1.04760
H -4.28911 -1.88019 2.53508
H -4.60237 -0.31973 1.75205
H -0.44358 0.01118 3.37316
H 1.01835 1.79133 2.49978
H 2.23750 4.61045 0.41745
H 1.69935 4.00663 1.99343
H 2.45212 2.90168 0.83922
H 0.53862 4.85190 -1.22736
H -3.32803 0.90586 0.32985
H 1.72942 -3.33015 -0.34481
H 2.44704 -0.83071 -1.87887
H 2.97131 -2.49913 -2.14464
H 4.72833 -0.79177 -1.12955
H 4.50007 -2.25862 -0.13458
H 2.20558 -2.34032 1.70874
H 0.99536 -1.09550 1.32850
*
```

SMILES = CCN(C(=O)COC(=O)COc1ccc2c(C)cc(=O)oc2c1)[C@H]1CCS(=O)(=O)C1
gap between HOMO and LUMO = 8.8 eV
highest occupied orbital energy = -0.318 Ha



Short version: total energy = -2037.4891; -1714.5662; -1131.0601; -1830.8149 a.u., in the order given.
Short version: energy above the lowest of the compared OMol25 structures with the same formula, charge and spin = 49.5; 53.5; 402.9; 0.0 kcal per mole, in the order given.